(1)
# C3H11N3

2 unconnected molecules or ions with the total composition C3H11N3 in a non-equilibrium geometry (ωB97M-V with the def2-TZVPD basis set, OMol25).

Geometry as XYZ:
```
17
Properties=species:S:1:pos:R:3:forces:R:3:mulliken_charge:R:1
H 0.126291 2.029633 0.000866 -0.124 2.440 1.624 0.2442
N 0.282694 3.100521 0.181193 0.983 -2.513 -1.995 -0.6269
C 1.508400 3.288276 0.532460 -1.251 2.104 -0.448 0.0590
N 2.234228 4.409912 0.120702 -3.408 -2.290 -0.861 -0.4043
H 1.971734 2.764025 1.356441 0.844 -0.798 -0.326 0.2989
H 2.985374 4.600142 0.642827 3.361 1.146 2.177 0.2021
H 1.840702 5.149608 -0.426736 -0.414 -0.099 -0.168 0.2280
C -0.667848 -1.664307 0.575384 -2.703 -0.940 -1.062 -0.8907
C -0.758524 -2.694963 -0.718955 0.641 -1.266 4.572 -0.3562
N -2.073455 -3.320538 -0.835315 -1.352 -0.633 -0.631 -0.4995
H -1.678446 -1.132915 0.411272 1.802 -0.009 0.874 0.2584
H 0.237946 -1.048647 0.519861 -0.437 0.036 0.030 0.2491
H -0.708013 -2.228721 1.597933 0.089 0.873 -2.042 0.2719
H -0.055222 -3.432865 -0.229657 0.007 0.226 -1.913 0.1776
H -0.472013 -2.233248 -1.650431 0.301 -0.009 -0.022 0.4101
H -2.396183 -3.423293 -1.815492 0.423 -0.003 1.254 0.1877
H -2.377665 -4.162619 -0.262352 1.239 1.735 -1.063 0.1908
```
Forces are in eV/Å.

Computed properties:
molecular weight: 89.14 g mol⁻¹
orbital gap: 9.529 eV
structure (SMILES): [H]/N=C/N.CCN
total charge: 0
energy above the lowest of the compared OMol25 structures with the same formula, charge and spin: 60.1 kcal/mol
energy: -285.0821 Ha
highest occupied orbital energy: -8.55 eV

---

(2)
# C3H11N3

A molecular structure, C3H11N3 in a non-equilibrium geometry (ωB97M-V with the def2-TZVPD basis set, OMol25).

Geometry as XYZ:
```
17
Properties=species:S:1:pos:R:3:forces:R:3:mulliken_charge:R:1
C -1.018138 -1.333443 -0.218373 -1.741 1.443 -3.273 -1.3409
C -1.283902 1.282856 -0.620094 1.457 -1.595 -0.740 -1.5329
C -0.424683 0.039055 -0.191573 -0.393 0.831 -0.922 1.0155
N 1.590499 1.206335 -0.054264 0.921 3.196 0.610 -1.0479
N 1.608992 -1.075571 0.090533 -0.374 -0.541 -3.352 -0.6367
N 0.886628 0.141734 -0.135114 -2.041 -0.539 -0.109 0.5782
H -1.196608 -1.686394 -1.354514 0.199 0.704 2.377 0.2237
H -0.367970 -2.003175 0.216126 1.022 -1.537 1.040 0.4621
H -1.975832 -1.254735 0.276164 -0.356 -0.477 0.058 0.3842
H -1.512481 2.145714 -0.045703 0.599 0.537 1.693 0.3976
H -2.275058 0.923985 -0.814551 -0.426 -0.441 -0.721 0.3660
H -0.804129 1.746157 -1.504963 -0.314 -0.518 -0.027 0.3544
H 0.908618 0.182733 1.849840 -1.229 -1.087 2.480 -0.2179
H 0.497278 -0.276378 2.402889 1.211 1.342 -1.380 0.2041
H 1.003493 2.105390 0.140838 0.808 -2.449 -0.646 0.2547
H 2.118990 -1.333221 -0.823679 -0.911 0.793 1.975 0.2636
H 2.244302 -0.811050 0.786431 1.566 0.337 0.937 0.2722
```
Forces are in eV/Å.

Computed properties:
molecular weight: 89.14 g mol⁻¹
orbital gap: 8.429 eV
total charge: 0
energy above the lowest of the compared OMol25 structures with the same formula, charge and spin: 120.8 kcal/mol
energy: -284.9854 Ha
highest occupied orbital energy: -7.43 eV

---

(3)
# C3H11N3

2 unconnected molecules or ions with the total composition C3H11N3 in a non-equilibrium geometry (ωB97M-V with the def2-TZVPD basis set, OMol25).

Geometry as XYZ:
```
17
Properties=species:S:1:pos:R:3:forces:R:3:mulliken_charge:R:1
C 1.216653 -0.141323 0.148230 -5.473 -0.791 1.428 0.6307
C 1.474223 1.098955 -0.509669 0.613 -0.059 -3.408 -0.9757
C -1.192791 -1.114849 -0.721157 0.265 1.737 -1.796 -0.8060
N 1.844295 -1.060046 0.760937 -1.529 0.923 -0.156 -0.1968
N -0.720205 -0.547217 0.493522 3.378 2.076 2.383 -0.1883
N -1.573946 0.745424 0.854585 3.172 -0.921 1.006 -0.3252
H 1.869834 1.606607 0.307980 1.850 1.418 1.313 0.4277
H 2.186079 0.936578 -1.399186 -0.387 0.475 1.472 0.3753
H 0.731631 1.854000 -0.897297 -0.209 -1.653 0.310 0.3217
H -1.607369 -0.290833 -1.374932 0.658 -1.182 -0.136 0.3615
H -1.991154 -1.715707 -0.411913 -1.369 -1.357 0.026 0.3666
H -0.381397 -1.718283 -1.197290 -0.839 0.498 0.252 0.3154
H 2.800226 -1.214164 0.591643 1.976 -0.184 -0.162 0.2878
H 1.431547 -1.569126 1.550427 -0.339 -0.265 -0.531 0.3228
H -2.184406 0.943357 0.108216 -1.046 0.733 -1.503 0.3510
H -0.935532 1.553547 1.090411 -0.842 -0.841 -0.578 0.3474
H -2.140456 0.602597 1.697609 0.122 -0.608 0.079 0.3841
```
Forces are in eV/Å.

Computed properties:
molecular weight: 89.14 g mol⁻¹
orbital gap: 9.465 eV
total charge: +2
energy above the lowest of the compared OMol25 structures with the same formula, charge and spin: 83.5 kcal/mol
energy: -284.3445 Ha
highest occupied orbital energy: -19.09 eV

---

(4)
# C3H11N3O

A molecular structure, C3H11N3O in a non-equilibrium geometry (ωB97M-V with the def2-TZVPD basis set, OMol25).

Geometry as XYZ:
```
18
Properties=species:S:1:pos:R:3:forces:R:3:mulliken_charge:R:1
C -0.153610 0.729130 0.946828 2.777 1.293 1.023 -0.0880
C 1.688459 1.362098 1.023503 -2.029 0.640 1.064 -0.4615
C -0.946086 -1.998350 -1.422328 0.698 -0.092 -0.012 -0.7753
N 0.374839 -0.457477 0.525456 -2.644 -3.705 -1.889 -0.4473
N -1.186773 -1.362547 -0.146184 0.966 0.705 1.192 -0.5038
N -1.065731 1.381138 0.138795 -0.031 0.153 -1.405 -0.5026
O 2.120913 2.028688 -0.096899 -0.252 -0.315 -0.883 -0.4637
H 2.187423 1.373804 -0.807539 0.181 0.357 0.027 0.3203
H 0.626742 -0.408995 -0.458196 0.399 0.383 0.006 0.2335
H -1.331657 -2.078808 0.562878 0.306 0.135 -0.025 0.2109
H -0.357905 0.784520 2.015899 -0.174 -0.212 -0.111 0.4239
H -1.927483 1.660251 0.585037 0.170 -0.043 0.025 0.2466
H -1.263952 0.772122 -0.677449 -0.123 0.774 0.937 0.3077
H 1.506978 2.091761 1.809122 0.290 0.147 0.003 0.2930
H 2.409061 0.616646 1.366125 -0.492 -0.342 -0.039 0.3047
H -0.080066 -2.681571 -1.427498 -0.101 0.055 -0.117 0.2899
H -0.780364 -1.234487 -2.190791 0.016 -0.052 0.004 0.2865
H -1.820789 -2.577920 -1.746758 0.044 0.122 0.202 0.3253
```
Forces are in eV/Å.

Computed properties:
molecular weight: 105.14 g mol⁻¹
orbital gap: 8.576 eV
total charge: 0
energy above the lowest of the compared OMol25 structures with the same formula, charge and spin: 125.6 kcal/mol
energy: -360.2372 Ha
highest occupied orbital energy: -7.73 eV

---

(5)
# C3H11N3O3

A molecular structure, C3H11N3O3 in a non-equilibrium geometry (ωB97M-V with the def2-TZVPD basis set, OMol25).

Geometry as XYZ:
```
20
Properties=species:S:1:pos:R:3:forces:R:3:mulliken_charge:R:1
C 1.966213 0.277234 -0.128968 0.994 -0.896 -0.676 0.9627
C 2.410231 1.533430 0.565857 -0.315 -0.108 0.210 -1.2058
O 1.218005 0.575203 -1.262454 0.084 -0.036 0.305 -0.5007
O 2.690496 -0.788887 -0.180145 -0.068 1.078 -0.385 -0.7846
O 0.833979 -0.487927 1.014913 0.989 -1.076 -0.130 -0.6093
H 1.287539 -0.204469 -1.834223 0.053 -0.020 0.127 0.3095
H 1.628496 -1.233404 0.706041 -1.880 1.240 0.653 0.4192
H -0.068415 -0.620763 0.608953 0.211 -0.160 0.054 0.5516
H 3.116892 2.053634 -0.079372 -0.003 -0.039 -0.035 0.3195
H 2.894370 1.272617 1.503145 -0.011 -0.016 -0.036 0.3105
H 1.553851 2.177787 0.766171 0.095 0.032 -0.045 0.3047
C -2.561170 -1.797925 0.564086 -0.101 -0.036 -0.039 -0.9102
N -1.694015 1.168782 -1.051465 0.109 -0.011 0.061 -0.2601
N -2.397519 0.143260 -0.591233 0.146 -0.496 0.337 -0.5263
N -1.742040 -0.720824 0.032157 -0.218 0.652 -0.415 0.1876
H -0.674151 1.123611 -1.082110 -0.182 -0.061 -0.015 0.2917
H -2.203688 1.770233 -1.674556 0.056 -0.100 0.052 0.2314
H -2.202719 -2.747173 0.159716 -0.026 0.041 0.031 0.2792
H -3.616324 -1.664777 0.314268 0.073 0.012 0.002 0.3651
H -2.440032 -1.829643 1.649220 -0.005 -0.002 -0.056 0.2643
```
Forces are in eV/Å.

Computed properties:
molecular weight: 137.14 g mol⁻¹
orbital gap: 10.584 eV
total charge: 0
energy above the lowest of the compared OMol25 structures with the same formula, charge and spin: 72.8 kcal/mol
energy: -510.8073 Ha
highest occupied orbital energy: -9.78 eV

---

(6)
# C3H11N3S

A single C3H11N3S molecule in a non-equilibrium geometry (ωB97M-V with the def2-TZVPD basis set, OMol25).

Geometry as XYZ:
```
18
Properties=species:S:1:pos:R:3:forces:R:3:mulliken_charge:R:1
C -0.969007 1.270695 -0.199970 -3.614 1.010 -0.227 -1.6021
C -0.338895 0.076350 -0.873870 -1.533 -1.883 5.235 0.3035
C -0.994956 -1.280421 -0.402796 1.924 -1.078 -2.363 -1.3296
S 1.305518 0.102195 -0.117096 2.511 -4.220 0.531 0.8537
N 1.903670 1.471194 -0.214194 0.369 0.851 1.061 -0.7404
N 2.214480 -1.156029 -0.580333 -1.615 2.357 0.549 -0.7688
N 1.105654 -0.090302 1.652798 -0.733 -1.477 -3.673 -0.5937
H -1.191082 1.221078 0.907669 0.458 -0.291 -1.294 0.3410
H -0.289177 2.020874 -0.417014 1.202 1.965 0.293 0.5630
H -1.933734 1.722578 -0.701821 1.472 -1.527 0.788 0.3439
H -0.289620 0.261637 -1.885324 0.589 -0.053 -2.290 0.5219
H -1.742644 -1.167905 0.306066 -1.480 0.720 1.258 0.3866
H -0.252822 -1.985339 0.095266 -0.791 0.852 -0.978 0.3517
H -1.449765 -1.763409 -1.301340 0.401 0.046 0.783 0.3077
H 2.141069 1.580912 -1.165631 0.690 0.624 -1.451 0.2573
H 1.679685 -1.864123 -1.087757 -0.152 0.287 0.286 0.2060
H 2.034863 -0.445490 1.862518 -0.052 0.442 0.420 0.3065
H 0.840622 0.810353 1.941902 0.354 1.376 1.073 0.2917
```
Forces are in eV/Å.

Computed properties:
molecular weight: 121.21 g mol⁻¹
orbital gap: 9.806 eV
structure (SMILES): CC(C)S(=N)(=N)N
total charge: 0
energy above the lowest of the compared OMol25 structures with the same formula, charge and spin: 98.1 kcal/mol
energy: -683.2091 Ha
highest occupied orbital energy: -8.98 eV

---

Please write out number 5 again, unchanged.
# C3H11N3O3

A molecular structure, C3H11N3O3 in a non-equilibrium geometry (ωB97M-V with the def2-TZVPD basis set, OMol25).

Geometry as XYZ:
```
20
Properties=species:S:1:pos:R:3:forces:R:3:mulliken_charge:R:1
C 1.966213 0.277234 -0.128968 0.994 -0.896 -0.676 0.9627
C 2.410231 1.533430 0.565857 -0.315 -0.108 0.210 -1.2058
O 1.218005 0.575203 -1.262454 0.084 -0.036 0.305 -0.5007
O 2.690496 -0.788887 -0.180145 -0.068 1.078 -0.385 -0.7846
O 0.833979 -0.487927 1.014913 0.989 -1.076 -0.130 -0.6093
H 1.287539 -0.204469 -1.834223 0.053 -0.020 0.127 0.3095
H 1.628496 -1.233404 0.706041 -1.880 1.240 0.653 0.4192
H -0.068415 -0.620763 0.608953 0.211 -0.160 0.054 0.5516
H 3.116892 2.053634 -0.079372 -0.003 -0.039 -0.035 0.3195
H 2.894370 1.272617 1.503145 -0.011 -0.016 -0.036 0.3105
H 1.553851 2.177787 0.766171 0.095 0.032 -0.045 0.3047
C -2.561170 -1.797925 0.564086 -0.101 -0.036 -0.039 -0.9102
N -1.694015 1.168782 -1.051465 0.109 -0.011 0.061 -0.2601
N -2.397519 0.143260 -0.591233 0.146 -0.496 0.337 -0.5263
N -1.742040 -0.720824 0.032157 -0.218 0.652 -0.415 0.1876
H -0.674151 1.123611 -1.082110 -0.182 -0.061 -0.015 0.2917
H -2.203688 1.770233 -1.674556 0.056 -0.100 0.052 0.2314
H -2.202719 -2.747173 0.159716 -0.026 0.041 0.031 0.2792
H -3.616324 -1.664777 0.314268 0.073 0.012 0.002 0.3651
H -2.440032 -1.829643 1.649220 -0.005 -0.002 -0.056 0.2643
```
Forces are in eV/Å.

Computed properties:
molecular weight: 137.14 g mol⁻¹
orbital gap: 10.584 eV
total charge: 0
energy above the lowest of the compared OMol25 structures with the same formula, charge and spin: 72.8 kcal/mol
energy: -510.8073 Ha
highest occupied orbital energy: -9.78 eV